Record 1
Formula: C42H92BrN4O25P6
Source: the OMol25 dataset
Level of theory: wB97M-V/def2-TZVPD

Positions of all 170 atoms, in Å:
1 C 3.25086 8.20885 1.54167
2 C 3.24286 7.11467 0.99769
3 C 3.16514 5.80676 0.37281
4 C 4.54009 5.09610 0.45646
5 C 4.70181 4.08639 1.60218
6 N 3.48044 3.32939 1.95657
7 C 2.79614 2.63628 1.08423
8 N 1.62484 1.91261 1.36314
9 C 0.36345 2.69362 1.61563
10 C -0.10932 2.70393 3.08471
11 C -1.46142 1.98740 3.26422
12 C -2.67639 2.89666 3.15527
13 C -3.18082 3.11211 1.70872
14 C -3.52134 4.57908 1.41890
15 O -2.53053 5.20108 0.57248
16 C -2.60886 4.78874 -0.71463
17 O -3.61034 4.78494 -1.37699
18 C -1.31882 4.33292 -1.33412
19 C -1.22278 3.18192 -2.00153
20 C 1.48001 1.03481 0.19604
21 C 1.89768 1.99779 -0.87196
22 N 2.00466 1.53428 -2.23497
23 N 3.12674 2.52016 -0.21708
24 C 4.42636 1.92536 -0.57530
25 C 4.72226 0.62091 0.18696
26 C 4.53288 -0.61524 -0.73892
27 C 4.14084 -1.85450 0.10472
28 C 2.74374 -2.40720 -0.25220
29 C 1.74250 -2.44277 0.91271
30 C 2.29319 -2.94194 2.26123
31 C 2.06825 -1.92321 3.35391
32 O 0.69793 -1.52143 3.41649
33 C 0.29363 -1.25986 4.69627
34 C -0.44735 -2.35824 5.40057
35 O 0.54070 -0.21320 5.24528
36 P 2.98962 3.34712 3.65375
37 O 4.40435 2.82774 4.23419
38 Br 2.92920 5.55023 4.10905
39 H 3.14789 9.12323 2.05176
40 H 2.97813 5.99931 -0.67868
41 H 2.34018 5.22801 0.76969
42 H 4.80444 4.66962 -0.50090
43 H 5.27237 5.87203 0.63985
44 H 5.09287 4.57342 2.48191
45 H 5.45465 3.35666 1.32111
46 H 0.50487 3.70086 1.22420
47 H -0.45843 2.28332 1.05169
48 H -0.25115 3.74581 3.35714
49 H 0.60202 2.21755 3.72708
50 H -1.45666 1.59960 4.27878
51 H -1.55695 1.12015 2.61408
52 H -3.48089 2.38754 3.67372
53 H -2.54110 3.84371 3.66730
54 H -4.05653 2.49297 1.55735
55 H -2.44958 2.77110 0.98052
56 H -4.50803 4.63091 0.97161
57 H -3.56200 5.17658 2.31886
58 H -0.46059 4.97782 -1.17771
59 H -1.63150 2.25359 -1.62836
60 H -0.75000 3.17056 -2.97663
61 H 0.48671 0.67680 -0.06174
62 H 2.09930 0.14696 0.17297
63 H 1.26838 2.88600 -0.92041
64 H 1.21273 0.94061 -2.44776
65 H 1.88065 2.34098 -2.83217
66 H 4.45006 1.71677 -1.63475
67 H 5.24580 2.61284 -0.41672
68 H 4.04781 0.45260 1.02496
69 H 5.74721 0.56665 0.53750
70 H 5.45922 -0.74422 -1.28457
71 H 3.74946 -0.39367 -1.45642
72 H 4.85611 -2.64903 -0.08130
73 H 4.24653 -1.58484 1.15192
74 H 2.85913 -3.41527 -0.63999
75 H 2.27639 -1.83312 -1.04917
76 H 0.95154 -3.12970 0.62882
77 H 1.25330 -1.48879 1.08895
78 H 1.78573 -3.86441 2.52469
79 H 3.35531 -3.17084 2.26126
80 H 2.69538 -1.04741 3.17473
81 H 2.39094 -2.35599 4.30214
82 H -0.16714 -2.39629 6.44082
83 H -0.26264 -3.32069 4.94216
84 H -1.51629 -2.16458 5.35928
85 H 4.35593 2.73820 5.19307
86 C 7.05118 1.81195 -6.02297
87 O 6.80094 0.70888 -5.14717
88 P 7.82391 0.30919 -3.99206
89 O 7.34165 0.56753 -2.63774
90 O 9.19837 1.01347 -4.37119
91 C 9.54674 2.27380 -3.78268
92 O 8.11047 -1.21064 -4.28489
93 C 8.64495 -1.59549 -5.55704
94 H 7.11389 2.74584 -5.46305
95 H 7.96766 1.65225 -6.59025
96 H 6.21806 1.87486 -6.71768
97 H 8.91134 2.51089 -2.93106
98 H 9.45845 3.05744 -4.53535
99 H 10.58066 2.21881 -3.45126
100 H 9.62717 -1.14953 -5.70944
101 H 7.97171 -1.29969 -6.36227
102 H 8.74449 -2.67671 -5.55914
103 C 3.19533 -2.60374 9.20206
104 O 3.27780 -3.55482 8.13761
105 P 2.29894 -4.81280 8.06279
106 O 1.32243 -4.75531 6.98436
107 O 1.69380 -4.97112 9.52590
108 C 0.40934 -4.41265 9.83369
109 O 3.29373 -6.03050 7.95783
110 C 4.26669 -6.23573 8.98716
111 H 2.22051 -2.11462 9.21105
112 H 3.38368 -3.08376 10.16217
113 H 3.96224 -1.85292 9.03148
114 H -0.13400 -4.12934 8.93375
115 H 0.54174 -3.53889 10.47208
116 H -0.16456 -5.16068 10.37500
117 H 3.77842 -6.42762 9.94216
118 H 4.92520 -5.37041 9.07240
119 H 4.85852 -7.10412 8.71326
120 C -6.19675 -1.38219 0.82242
121 O -6.22363 -0.58814 2.01938
122 P -5.27897 -0.90198 3.25665
123 O -4.22606 0.08164 3.47961
124 O -4.77737 -2.40012 3.05124
125 C -3.50546 -2.64824 2.44018
126 O -6.29222 -1.02877 4.45799
127 C -7.34012 -2.00056 4.39131
128 H -5.21881 -1.33831 0.34804
129 H -6.46745 -2.41531 1.04467
130 H -6.92872 -0.96722 0.13729
131 H -2.89725 -1.74570 2.39119
132 H -3.66113 -3.03816 1.43422
133 H -2.98422 -3.39799 3.03181
134 H -6.92572 -3.00710 4.33917
135 H -7.98070 -1.81634 3.52819
136 H -7.93264 -1.90954 5.29704
137 C -6.09869 -0.03023 -5.18016
138 O -5.31834 -0.94101 -4.38334
139 P -4.09898 -0.44322 -3.49994
140 O -4.31730 -0.50597 -2.05944
141 O -3.70219 0.99106 -4.06362
142 C -4.21599 2.17604 -3.43210
143 O -2.90250 -1.35209 -3.99542
144 C -2.54268 -1.33402 -5.37853
145 H -6.57920 0.71799 -4.54900
146 H -5.46999 0.45447 -5.92726
147 H -6.86615 -0.60302 -5.69213
148 H -4.66256 1.96378 -2.46205
149 H -4.96108 2.63547 -4.08114
150 H -3.39527 2.87265 -3.29671
151 H -2.21102 -0.33899 -5.67546
152 H -3.38443 -1.64451 -5.99890
153 H -1.72402 -2.03515 -5.51682
154 C -6.48353 -2.88476 -10.00615
155 O -7.56904 -2.07044 -9.55853
156 P -8.41580 -2.44388 -8.26041
157 O -8.21404 -1.55149 -7.12720
158 O -8.11350 -3.98099 -7.97828
159 C -7.11147 -4.34856 -7.02074
160 O -9.89612 -2.46498 -8.79616
161 C -10.24475 -3.34438 -9.87019
162 H -5.69932 -2.93667 -9.24954
163 H -6.83143 -3.88715 -10.25524
164 H -6.07598 -2.42463 -10.90228
165 H -6.81572 -3.50444 -6.39926
166 H -6.23979 -4.73946 -7.54648
167 H -7.52004 -5.13108 -6.38608
168 H -10.09895 -4.38352 -9.57635
169 H -9.65206 -3.12109 -10.75807
170 H -11.29469 -3.18641 -10.09787

Results
orbital gap: 9.131 eV
LUMO: -2.2 eV
charge: +1

Atom charges from the Mulliken analysis, given in e for atoms 1 to 2:
1 C -0.204
2 C -1.230



Record 2
Formula: C42H93N2O4
Source: the OMol25 dataset
Level of theory: wB97M-V/def2-TZVPD

Positions of all 141 atoms, in Å:
1 C -7.20533 -2.48424 -2.30978
2 C -6.85349 -1.79155 -0.86953
3 O -7.17887 -2.52684 0.23134
4 N -6.18559 -0.47446 -0.61068
5 C -4.74142 -0.56367 -0.22357
6 C -3.43750 0.03583 -1.01243
7 O -4.47004 -1.21294 0.94438
8 C -6.53570 0.62245 -1.55937
9 N -5.97196 0.52709 -2.95552
10 C -8.19679 0.81738 -1.54096
11 O -9.04290 0.15655 -2.33306
12 O -8.73873 1.77647 -0.52273
13 H -6.84923 -3.62342 -2.28839
14 H -8.38661 -2.42585 -2.46027
15 H -6.70977 -1.98978 -3.24521
16 H -3.37610 1.22539 -1.00571
17 H -2.45395 -0.39218 -0.48958
18 H -3.36436 -0.35219 -2.13902
19 H -6.12453 1.63939 -1.08639
20 H -5.33154 -0.31519 -3.07331
21 H -5.28930 1.34032 -3.03071
22 C -2.64774 1.68510 2.47814
23 C -1.62819 2.67598 3.01855
24 C -1.21120 3.72418 1.98259
25 C -0.51441 3.15929 0.73791
26 C 0.74946 2.34347 1.02146
27 C 1.84638 3.15964 1.68496
28 H -2.25014 1.11383 1.63522
29 H -2.93025 0.96969 3.25840
30 H -3.55363 2.20355 2.14841
31 H -0.75291 2.13491 3.39505
32 H -2.06428 3.19117 3.88276
33 H -0.55615 4.45634 2.47031
34 H -2.09818 4.28223 1.66327
35 H -0.25632 3.99745 0.07783
36 H -1.21841 2.53849 0.17319
37 H 1.13156 1.95092 0.07129
38 H 0.51403 1.46966 1.63915
39 H 2.13548 4.00574 1.05363
40 H 2.73511 2.53860 1.84803
41 H 1.53249 3.54732 2.65747
42 C -3.14291 1.79796 -5.75505
43 C -1.63187 1.83029 -5.92555
44 C -0.88514 1.25433 -4.71869
45 C -1.09858 2.01646 -3.40436
46 C -0.71614 3.49804 -3.44922
47 C 0.75924 3.72178 -3.73696
48 H -3.46736 2.39995 -4.90224
49 H -3.63305 2.19969 -6.64880
50 H -3.49349 0.77156 -5.60763
51 H -1.30623 2.85677 -6.12786
52 H -1.36691 1.24469 -6.81400
53 H 0.18556 1.21980 -4.95408
54 H -1.19312 0.21321 -4.57268
55 H -0.51179 1.52104 -2.62010
56 H -2.14595 1.92938 -3.09557
57 H -0.95572 3.94952 -2.47882
58 H -1.32214 4.03055 -4.19063
59 H 1.37988 3.24462 -2.97200
60 H 0.98688 4.79430 -3.73826
61 H 1.04793 3.32260 -4.71263
62 C -1.46530 -3.23584 -6.56622
63 C -1.36523 -2.13442 -7.61035
64 C -2.69687 -1.86195 -8.31628
65 C -3.25591 -3.04479 -9.11768
66 C -2.32318 -3.58492 -10.20469
67 C -2.01177 -2.55995 -11.28268
68 H -1.75529 -4.19112 -7.01153
69 H -0.49664 -3.38057 -6.07511
70 H -2.20006 -2.97476 -5.79803
71 H -0.58629 -2.38716 -8.33837
72 H -1.03496 -1.21263 -7.11673
73 H -2.57104 -0.99620 -8.97784
74 H -3.44110 -1.56271 -7.57017
75 H -4.19939 -2.73044 -9.58228
76 H -3.51520 -3.86099 -8.43467
77 H -2.80139 -4.45280 -10.67481
78 H -1.38995 -3.95307 -9.76418
79 H -2.93003 -2.22348 -11.77424
80 H -1.35934 -2.99934 -12.04649
81 H -1.49900 -1.68491 -10.87525
82 C -2.88428 -1.85909 4.77788
83 C -1.37324 -1.82677 4.60738
84 C -0.62652 -2.40272 5.81424
85 C -0.83996 -1.64059 7.12857
86 C -0.45751 -0.15901 7.08371
87 C 1.01786 0.06473 6.79597
88 H -3.20874 -1.25711 5.63070
89 H -3.37443 -1.45736 3.88413
90 H -3.23487 -2.88550 4.92530
91 H -1.04761 -0.80028 4.40508
92 H -1.10829 -2.41236 3.71894
93 H 0.44419 -2.43725 5.57885
94 H -0.93450 -3.44384 5.96026
95 H -0.25317 -2.13601 7.91283
96 H -1.88732 -1.72768 7.43736
97 H -0.69710 0.29246 8.05411
98 H -1.06351 0.37350 6.34230
99 H 1.63851 -0.41243 7.56093
100 H 1.24550 1.13725 6.79467
101 H 1.30656 -0.33445 5.82030
102 C 5.25356 3.23705 3.79245
103 C 5.79597 3.39454 2.38024
104 C 7.32474 3.32371 2.31943
105 C 8.05297 4.43110 3.09225
106 C 7.69527 5.85697 2.66534
107 C 8.06071 6.15324 1.22026
108 H 5.60472 4.03444 4.45260
109 H 4.15857 3.27369 3.78331
110 H 5.55780 2.27577 4.21852
111 H 5.43509 4.33554 1.95023
112 H 5.38269 2.59417 1.75489
113 H 7.63406 3.34502 1.26735
114 H 7.65231 2.35325 2.70802
115 H 9.13361 4.28323 2.96899
116 H 7.85552 4.32136 4.16411
117 H 8.23256 6.56009 3.31329
118 H 6.62864 6.05100 2.82400
119 H 9.13489 6.02051 1.05723
120 H 7.80482 7.18941 0.96925
121 H 7.52410 5.50356 0.52414
122 C 3.88548 -3.58543 6.46891
123 C 3.96428 -3.51985 4.95140
124 C 3.01054 -4.50137 4.26378
125 C 3.28601 -5.98170 4.55808
126 C 4.69356 -6.46014 4.19308
127 C 4.99232 -6.34692 2.70732
128 H 4.16651 -4.57188 6.84694
129 H 4.56806 -2.85369 6.91506
130 H 2.87163 -3.35858 6.81358
131 H 4.99687 -3.69377 4.62866
132 H 3.71106 -2.50216 4.63105
133 H 3.05095 -4.32787 3.18152
134 H 1.98305 -4.27060 4.56564
135 H 2.55156 -6.58432 4.00828
136 H 3.10620 -6.18451 5.61942
137 H 4.79274 -7.51107 4.49079
138 H 5.44858 -5.90923 4.76487
139 H 4.28138 -6.93943 2.12290
140 H 6.00105 -6.71983 2.49392
141 H 4.94386 -5.31140 2.36097

Results
orbital gap: 6.125 eV
LUMO: 1.8 eV
charge: -1

Atom charges from the Mulliken analysis, given in e for atoms 1 to 2:
1 C -0.764
2 C 0.408



Record 3
Formula: C42H96N6O5
Source: the OMol25 dataset
Level of theory: wB97M-V/def2-TZVPD

Positions of all 149 atoms, in Å:
1 N 0.97195 0.35668 0.28443
2 O 2.05487 0.68810 -0.22255
3 O 0.84891 0.29638 1.51887
4 O -0.02403 0.06192 -0.44023
5 C 2.54736 -0.71619 -3.30137
6 O 2.84881 -1.98448 -3.91682
7 C 2.23269 -3.06940 -3.25721
8 C 2.43191 -4.26938 -4.16972
9 N 1.99967 -3.99638 -5.60226
10 H 1.00700 -4.22919 -5.64271
11 H 2.00483 -2.98713 -5.78873
12 C 2.78927 -4.69053 -6.67659
13 C 2.09427 -4.56496 -8.00680
14 O 1.60565 -3.26193 -8.15447
15 C 0.99846 -3.04531 -9.42638
16 H 3.13999 -0.66051 -2.38496
17 H 1.48915 -0.60484 -3.06056
18 H 2.85321 0.15932 -3.87028
19 H 1.16301 -2.95414 -3.07009
20 H 2.86040 -3.29187 -2.38899
21 H 1.75274 -5.02868 -3.76966
22 H 3.39673 -4.76865 -4.14347
23 H 2.95224 -5.71745 -6.35720
24 H 3.76428 -4.20791 -6.74219
25 H 1.30320 -5.31981 -8.09650
26 H 2.82664 -4.89171 -8.75251
27 H 0.44542 -3.94898 -9.70853
28 H 1.74704 -2.97279 -10.21961
29 H 0.34655 -2.18105 -9.38676
30 C -0.41386 7.23985 2.43258
31 C -0.29443 5.71872 2.64587
32 C -1.51431 5.11903 3.30575
33 N -1.43491 3.58325 3.36859
34 C -0.25222 3.09554 4.21647
35 C -0.37379 3.46616 5.69424
36 C -1.64686 2.84853 6.23758
37 C -2.88533 3.32337 5.48113
38 C -2.71587 3.02536 4.00074
39 C -1.31373 2.94301 2.00098
40 H 0.49231 7.65092 1.99194
41 H -0.50678 7.77553 3.37845
42 H -1.27345 7.48124 1.81014
43 H 0.56181 5.49386 3.28598
44 H -0.10582 5.22232 1.69143
45 H -2.40129 5.17191 2.67335
46 H -1.60951 5.48480 4.32353
47 H 0.66542 3.41084 3.72601
48 H -0.28435 2.00458 4.15926
49 H -0.22379 4.54781 5.68394
50 H 0.51272 3.03342 6.15760
51 H -1.68130 3.02702 7.31346
52 H -1.70660 1.75604 6.19236
53 H -3.17017 4.33101 5.78868
54 H -3.77330 2.75696 5.77486
55 H -3.47792 3.46629 3.35360
56 H -2.74221 1.95419 3.80705
57 H -1.97823 3.51427 1.35060
58 H -1.71718 1.93551 2.04085
59 H -0.29702 2.95678 1.62462
60 C -0.51095 3.60948 -1.54015
61 C -1.56082 2.87535 -2.42847
62 C -2.57574 2.09572 -1.61938
63 N -3.69889 1.47191 -2.46527
64 C -3.04707 0.41490 -3.39428
65 C -4.06262 -0.56399 -3.97600
66 C -4.97013 -1.18696 -2.92823
67 C -5.64833 -0.16583 -1.99850
68 C -4.71412 0.94295 -1.48736
69 C -4.32340 2.46412 -3.39653
70 H -0.05373 2.87060 -0.87428
71 H -0.84937 4.44312 -0.92495
72 H 0.30928 4.00269 -2.13835
73 H -1.09050 2.32659 -3.24114
74 H -2.02385 3.73045 -2.93123
75 H -2.98535 2.71113 -0.81672
76 H -2.12321 1.25227 -1.09153
77 H -2.45452 -0.12701 -2.64832
78 H -2.36354 0.92446 -4.06146
79 H -3.57665 -1.31415 -4.59506
80 H -4.70845 0.03745 -4.62213
81 H -4.44457 -1.90090 -2.28853
82 H -5.75637 -1.73121 -3.44908
83 H -6.01148 -0.64895 -1.09058
84 H -6.54452 0.27666 -2.43596
85 H -4.19058 0.49481 -0.63886
86 H -5.29602 1.73512 -1.01648
87 H -3.56234 2.79806 -4.09592
88 H -4.59771 3.33914 -2.80791
89 H -5.16454 2.00901 -3.90762
90 C -3.86867 -0.32342 2.06627
91 C -2.56395 -1.04655 1.67413
92 C -2.68633 -2.53643 1.94354
93 N -1.49019 -3.36361 1.50441
94 C -1.14318 -3.25082 0.01733
95 C -2.34403 -3.71876 -0.74308
96 C -2.81222 -5.18013 -0.48905
97 C -2.99079 -5.38230 1.01613
98 C -1.78114 -4.86272 1.77266
99 C -0.29857 -2.99281 2.36040
100 H -3.92605 -0.28580 3.15833
101 H -4.75937 -0.83810 1.70506
102 H -3.88999 0.73343 1.79608
103 H -1.78993 -0.47653 2.18582
104 H -2.44927 -0.94771 0.59224
105 H -3.54853 -2.91409 1.40052
106 H -2.88665 -2.83826 2.97297
107 H -0.93744 -2.19284 -0.16394
108 H -0.19359 -3.73610 -0.20886
109 H -3.21936 -3.08866 -0.56244
110 H -2.26335 -3.63918 -1.83179
111 H -3.71875 -5.41175 -1.04249
112 H -2.01761 -5.81172 -0.89540
113 H -3.93485 -4.97939 1.38310
114 H -3.03971 -6.44274 1.27632
115 H -1.86504 -4.88204 2.85773
116 H -0.90696 -5.42697 1.45085
117 H -0.67187 -2.96580 3.38027
118 H 0.10101 -2.02368 2.05474
119 H 0.51555 -3.70158 2.22391
120 C 2.34921 1.01001 4.43251
121 C 3.85521 0.98593 4.25185
122 C 4.21083 0.20171 3.00422
123 N 5.68473 0.20351 2.57140
124 C 5.93559 -0.98778 1.67644
125 C 5.33269 -0.84252 0.28181
126 C 5.78736 0.45275 -0.39102
127 C 5.43858 1.63938 0.49663
128 C 6.00908 1.52818 1.89863
129 C 6.57842 0.22334 3.79910
130 H 1.93103 0.02358 4.63964
131 H 1.87082 1.52185 3.59761
132 H 1.97860 1.58678 5.28392
133 H 4.23599 0.52771 5.16526
134 H 4.26530 1.99062 4.11897
135 H 3.60284 0.45044 2.13655
136 H 4.06385 -0.85469 3.24267
137 H 5.62496 -1.91570 2.15845
138 H 7.01912 -1.11620 1.62091
139 H 4.24080 -0.80036 0.29373
140 H 5.65847 -1.77183 -0.18864
141 H 5.33377 0.47641 -1.38422
142 H 6.84515 0.44514 -0.67189
143 H 4.35006 1.68162 0.60163
144 H 5.73288 2.59085 0.05624
145 H 5.66165 2.35810 2.51509
146 H 7.09258 1.64673 1.94253
147 H 6.34837 1.08342 4.41324
148 H 7.59593 0.19213 3.41648
149 H 6.45680 -0.72827 4.31703

Results
orbital gap: 9.145 eV
LUMO: -7.8 eV
energy relative to the best compared isomer or geometry (same formula, charge and spin): 42.9 kcal per mole
charge: +4

Atom charges from the Mulliken analysis, given in e for atoms 1 to 2:
1 N 0.824
2 O -0.649